Record 1
24
Properties=species:S:1:pos:R:3:mulliken_charge:R:1 method="wB97M-V/def2-TZVPD" lumo_energy_ha=-0.150 de_lowest_kcal_mol=34.5 largest_force_ha_per_bohr=0.071 energy_ha=-765.86792 charge=+1 gap_ev=8.10
C 3.766 -0.308 0.849 -0.584
C 3.186 -0.926 -0.275 -0.367
C 2.976 0.790 1.182 -0.345
C 2.103 -0.330 -0.862 -0.644
C -1.881 1.020 -1.245 -1.195
C -1.675 1.803 1.200 -1.134
C -0.744 -1.653 -0.115 -0.853
C -1.467 0.779 0.199 0.939
N -1.041 -0.403 0.604 0.015
S 1.809 1.168 -0.014 -0.067
H 4.534 -0.731 1.445 0.430
H 3.614 -1.801 -0.704 0.392
H 3.258 1.595 1.824 0.447
H -1.499 0.167 -1.922 0.302
H -3.025 0.742 -1.246 0.393
H -1.755 2.094 -1.555 0.367
H -0.905 2.522 1.466 0.268
H -2.629 2.264 0.872 0.368
H -1.837 1.262 2.158 0.378
H -1.060 -2.536 0.508 0.347
H -1.372 -1.876 -0.963 0.376
H 0.337 -1.531 -0.532 0.185
H -0.989 -0.385 1.564 0.163
H 1.549 -0.528 -1.720 0.821

---

Record 2
47
Properties=species:S:1:pos:R:3:mulliken_charge:R:1 method="wB97M-V/def2-TZVPD" lumo_energy_ha=0.107 de_lowest_kcal_mol=0.0 largest_force_ha_per_bohr=0.025 energy_ha=-3457.85527 charge=-1 gap_ev=8.45
Br 1.807 -1.420 -0.165 -0.821
O 3.042 -2.852 -3.336 -0.649
H 3.447 -3.595 -2.879 0.305
H 2.479 -2.457 -2.655 0.304
O 1.284 -2.668 3.066 -0.637
H 1.688 -3.537 3.139 0.282
H 1.262 -2.507 2.110 0.285
O 4.982 -2.269 1.365 -0.590
H 4.454 -2.380 0.563 0.318
H 5.886 -2.154 1.059 0.276
O 1.729 -4.998 0.064 -0.643
H 0.967 -5.354 -0.401 0.282
H 1.613 -4.036 0.004 0.298
C -3.689 0.287 1.189 -1.285
C -2.910 -0.870 0.597 0.500
C -2.906 -0.830 -0.938 -0.870
O -2.091 0.249 -1.360 -0.114
C -1.731 0.181 -2.716 -0.718
N -1.535 -0.825 1.132 -0.388
H -3.953 0.111 2.232 0.363
H -4.610 0.484 0.633 0.370
H -3.086 1.196 1.140 0.154
H -3.358 -1.836 0.852 0.360
H -3.915 -0.679 -1.355 0.384
H -2.510 -1.793 -1.294 0.423
H -1.244 -0.770 -2.941 0.332
H -1.013 0.985 -2.889 0.101
H -2.603 0.393 -3.349 0.292
H -0.982 -1.574 0.706 0.249
H -1.142 -0.061 0.573 -0.172
C -0.495 3.225 1.577 -1.601
C 0.378 2.177 0.916 2.000
C 1.589 2.764 0.234 -0.993
O 1.275 3.879 -0.622 -0.406
C 0.575 3.490 -1.780 -0.594
N 0.853 1.236 1.950 -0.729
H 0.022 3.799 2.343 0.398
H -1.399 2.760 1.980 0.399
H -0.860 3.942 0.832 0.255
H -0.211 1.597 0.192 -0.674
H 2.071 2.001 -0.393 0.329
H 2.325 3.149 0.936 0.370
H -0.391 3.039 -1.532 0.106
H 1.195 2.825 -2.391 0.309
H 0.366 4.408 -2.335 0.314
H 1.296 0.430 1.510 0.175
H 0.051 0.854 2.439 0.349

---

Record 3
9
Properties=species:S:1:pos:R:3:mulliken_charge:R:1 method="wB97M-V/def2-TZVPD" lumo_energy_ha="-0.203 / -0.259" de_lowest_kcal_mol=0.0 largest_force_ha_per_bohr=0.091 energy_ha=-947.11718 charge=+1 gap_ev="6.27 / 8.81" spin_multiplicity=3
C -0.577 0.064 0.268 0.531
C -1.940 0.052 0.133 -0.940
N 0.550 -0.027 0.450 -0.095
O 3.306 0.579 -1.005 -0.156
P 2.537 0.468 0.401 0.571
S 3.221 -1.162 -0.594 0.136
H -2.322 1.114 0.158 0.293
H -2.331 -0.538 0.888 0.323
H -2.443 -0.551 -0.699 0.338

---

Record 4
34
Properties=species:S:1:pos:R:3:mulliken_charge:R:1 method="wB97M-V/def2-TZVPD" lumo_energy_ha=0.030 de_lowest_kcal_mol=39.6 largest_force_ha_per_bohr=0.071 energy_ha=-674.59349 gap_ev=8.60
C -1.407 -2.012 -2.402 -1.356
C -1.923 -0.904 -1.581 0.599
C -2.670 -0.977 -0.437 -0.584
N -2.740 0.207 0.330 -0.124
C -2.105 1.138 -0.515 -0.433
C -2.042 2.499 -0.343 -0.478
C -1.658 3.295 -1.414 -0.731
C -1.094 2.642 -2.532 -0.408
C -1.061 1.244 -2.673 -0.489
C -1.593 0.492 -1.645 1.101
H -1.078 -1.697 -3.383 0.308
H -2.131 -2.850 -2.609 0.369
H -0.685 -2.692 -1.945 0.214
H -3.209 -1.872 -0.172 0.410
H -3.493 0.149 0.997 0.247
H -2.382 2.915 0.620 0.351
H -1.558 4.361 -1.312 0.366
H -0.710 3.117 -3.434 0.342
H -0.580 0.826 -3.558 0.301
C 1.413 -2.554 1.106 -0.996
C 2.223 -1.377 1.587 1.037
C 1.669 -0.871 2.767 -0.622
C 2.140 0.336 3.290 -0.292
C 2.978 1.195 2.626 -0.605
C 3.391 0.729 1.362 -0.296
C 3.104 -0.534 0.905 -0.493
H 0.950 -2.361 0.125 0.031
H 0.662 -2.852 1.827 0.367
H 2.102 -3.411 0.963 0.331
H 0.855 -1.322 3.344 0.194
H 1.827 0.479 4.330 0.293
H 3.214 2.215 2.985 0.359
H 4.157 1.320 0.881 0.355
H 3.432 -0.870 -0.089 0.333